DFT (ωB97M-V/def2-TZVPD) results for a cluster of 3 separate species, C19H33BF9N2O7S2 in total.

Cartesian coordinates (Å):
C (-0.77256, -1.00361, -4.66611)
C (-0.91837, -1.20839, -3.15280)
C (0.28563, -1.94054, -2.53584)
C (0.86934, -1.35918, -1.21631)
C (2.14110, -2.20332, -0.93622)
C (3.03954, -1.80526, 0.21859)
O (2.75675, -1.86490, 1.39388)
N (4.35623, -1.34484, -0.18926)
C (5.31443, -2.44064, -0.15396)
C (4.80128, -0.17948, 0.55715)
C (-0.24941, -1.64787, -0.12482)
O (-1.22853, -0.88033, -0.18896)
O (-0.06312, -2.62986, 0.61103)
N (1.07471, 0.08981, -1.37018)
C (1.19797, 0.83932, -0.11616)
C (-0.05161, 1.70676, 0.15828)
C (-0.59458, 1.69161, 1.57272)
F (-1.94667, 1.87657, 1.53635)
F (-0.37039, 0.53727, 2.23197)
C (-0.11574, 2.82392, 2.52178)
F (-0.29389, 4.00773, 1.88905)
F (-0.87613, 2.84714, 3.62994)
C (1.37236, 2.81669, 2.96033)
F (2.15545, 2.97595, 1.88522)
F (1.53151, 3.90341, 3.74889)
C (1.89645, 1.59414, 3.78411)
F (2.36771, 0.65354, 2.98284)
F (0.94657, 1.08878, 4.56698)
F (2.89778, 2.00660, 4.57380)
B (1.94354, 0.57367, -2.42539)
O (1.39945, 1.41687, -3.40348)
O (3.29938, 0.31674, -2.49128)
H (0.00710, -0.26336, -4.87647)
H (-0.46081, -1.93586, -5.15361)
H (-1.72114, -0.67714, -5.09618)
H (-1.09246, -0.26436, -2.64158)
H (-1.80285, -1.83459, -3.01264)
H (1.08816, -2.08725, -3.27447)
H (-0.04329, -2.94819, -2.25603)
H (2.77948, -2.24561, -1.82455)
H (1.77890, -3.21430, -0.72873)
H (6.13639, -2.23870, -0.84988)
H (4.82834, -3.35586, -0.50028)
H (5.72168, -2.59520, 0.85478)
H (5.40216, 0.46158, -0.09816)
H (5.39981, -0.43635, 1.44225)
H (3.94465, 0.40929, 0.88553)
H (2.05279, 1.52360, -0.21069)
H (1.42438, 0.19109, 0.73071)
H (-0.85852, 1.34679, -0.47877)
H (0.14846, 2.74408, -0.12494)
H (1.75899, 1.24125, -4.27835)
H (3.76112, 0.97515, -3.01910)
C (-1.47305, 1.33623, 6.37851)
S (-2.90560, 1.23703, 7.44958)
O (-2.65363, 2.13663, 8.60924)
C (-2.59432, -0.43921, 8.01898)
H (-1.44726, 2.33194, 5.94488)
H (-0.57154, 1.16393, 6.96649)
H (-1.56175, 0.59664, 5.58263)
H (-1.61228, -0.48189, 8.48977)
H (-2.64615, -1.12310, 7.17192)
H (-3.36592, -0.69009, 8.74394)
C (-5.52034, 0.37245, -6.74742)
S (-5.16190, 0.12154, -5.00164)
O (-3.84222, -0.54937, -4.92993)
C (-6.40238, -1.15192, -4.73613)
H (-4.81147, 1.10761, -7.12233)
H (-5.39492, -0.56985, -7.28091)
H (-6.53726, 0.74948, -6.86007)
H (-6.21300, -1.98581, -5.41201)
H (-7.39561, -0.73393, -4.90254)
H (-6.30893, -1.48263, -3.70394)

Properties
Largest force on an atom: 0.0175 Eh/bohr
Energy relative to the best compared isomer or geometry (same formula, charge and spin): 0.0 kJ/mol
Highest occupied orbital energy: -4.60 eV
Total charge: -1
HOMO-LUMO gap: 6.778 eV
DFT total energy: -84358.584 eV